[1]
This record from the Open Molecules 2025 dataset describes the molecule C4H9NO in a non-equilibrium geometry. The level of theory is ωB97M-V/def2-TZVPD.

Properties
strongest force on any atom	3.65	eV/Å
SMILES string	NCC1(O)CC1
total energy	-7829.649	eV
total charge	0

Geometry as XYZ:
```
15
C4H9NO, DFT ωB97M-V/def2-TZVPD
N -0.23 -2.05 0.01
C -0.43 -0.82 -0.86
C 0.14 0.39 -0.13
O 1.51 0.31 -0.03
C -0.48 1.76 -0.09
C -0.41 0.84 1.11
H -0.42 -2.89 -0.57
H -0.78 -1.98 0.90
H 0.10 -0.95 -1.92
H -1.57 -0.71 -1.18
H 1.74 -0.55 0.32
H 0.33 2.48 -0.24
H -1.50 1.91 -0.56
H 0.17 1.23 1.98
H -1.42 0.43 1.33
```

Here are the Mulliken charges for atoms 1 to 4, given in e: number 1, N, carries -0.57; number 2, C, carries -0.68; number 3, C, carries 0.83; number 4, O, carries -0.58

[2]
This record from the Open Molecules 2025 dataset describes the molecule C4H9NO. The level of theory is ωB97M-V/def2-TZVPD.

Properties
strongest force on any atom	0.43	eV/Å
SMILES string	C=NCOCC
total energy	-7830.256	eV
total charge	0

Geometry as XYZ:
```
15
C4H9NO, DFT ωB97M-V/def2-TZVPD
C 2.60 -0.12 -0.66
N 1.67 0.74 -0.68
C 0.92 0.88 0.57
O -0.46 0.86 0.43
C -0.98 -0.31 -0.18
C -2.47 -0.37 0.12
H 2.76 -0.76 0.22
H 3.29 -0.23 -1.50
H 1.16 1.89 0.94
H 1.22 0.12 1.31
H -0.47 -1.21 0.21
H -0.79 -0.27 -1.26
H -2.66 -0.44 1.20
H -2.99 0.52 -0.27
H -2.91 -1.25 -0.36
```

Here are the Mulliken charges for atoms 1 to 4, given in e: number 1, C, carries -0.21; number 2, N, carries -0.39; number 3, C, carries -0.41; number 4, O, carries -0.31

Number 1: HOMO-LUMO gap 10.43 eV. Number 2: HOMO-LUMO gap 10.82 eV.